(1)
14
Properties=species:S:1:pos:R:3:mulliken_charge:R:1 method="wB97M-V/def2-TZVPD" spin_multiplicity=1 energy_ha=-394.9913 orbital_gap_ev=10.310
H 1.935 1.464 -0.915 0.2699
N 1.001 1.316 -0.544 -0.5664
C 0.575 0.156 -0.706 0.5295
N 1.338 -0.929 -1.519 -0.5443
N -0.663 -0.395 -0.597 0.0146
O -0.743 -1.658 -0.030 -0.3723
O -1.458 0.648 0.204 -0.3190
C -1.149 0.832 1.570 -0.6081
H 0.907 -1.834 -1.658 0.2481
H 1.746 -0.590 -2.381 0.2157
H -0.218 -1.702 0.790 0.3449
H -1.901 1.522 1.956 0.2539
H -0.154 1.275 1.691 0.3065
H -1.216 -0.106 2.140 0.2270

(2)
35
Properties=species:S:1:pos:R:3:mulliken_charge:R:1 method="wB97M-V/def2-TZVPD" spin_multiplicity=1 smiles="C[C@@H](O)CNC(=O)O.O.O.O.O.O.O" energy_ha=-896.9846 orbital_gap_ev=10.637
C -3.085 0.643 0.595 -1.5750
C -1.767 0.984 -0.040 0.6592
O -1.185 2.138 0.555 -0.5962
C -0.757 -0.134 0.170 -0.3236
N 0.264 -0.122 -0.908 0.3307
C 1.200 -1.095 -0.949 0.4890
O 1.212 -2.148 -0.292 -0.8132
O 2.140 -0.873 -1.903 -0.4894
H -3.561 -0.259 0.155 0.3522
H -3.796 1.468 0.468 0.4895
H -2.993 0.399 1.691 0.3466
H -1.920 1.243 -1.080 0.2158
H -1.857 2.719 0.960 0.2701
H -0.230 -0.027 1.140 -0.3256
H -1.209 -1.131 0.232 0.1088
H 0.438 0.806 -1.402 0.5179
H 2.661 -1.638 -2.043 0.3690
O 0.616 2.567 -1.395 -0.8471
H -0.027 2.779 -0.732 0.3480
H 1.492 2.634 -0.953 0.4307
O -1.119 -3.455 0.040 -0.6887
H -0.931 -4.405 -0.051 0.2940
H -0.254 -3.040 -0.097 0.3941
O 1.003 1.980 2.151 -0.7793
H 1.118 1.060 2.463 0.3637
H 0.147 1.965 1.660 0.4555
O 2.777 2.412 0.169 -0.7749
H 2.232 2.312 0.973 0.4890
H 3.097 1.568 -0.084 0.2917
O 1.259 -0.996 2.465 -0.6013
H 1.282 -1.489 1.687 0.2848
H 1.712 -1.510 3.145 0.2581
O -2.757 -1.993 -1.502 -0.6927
H -2.307 -2.621 -0.929 0.4428
H -2.056 -1.422 -1.804 0.3057

(3)
19
Properties=species:S:1:pos:R:3:mulliken_charge:R:1 method="wB97M-V/def2-TZVPD" spin_multiplicity=1 energy_ha=-3183.9976 orbital_gap_ev="6.594 / 6.598"
N 4.409 -4.062 -0.097 -0.4206
C 3.632 -3.221 -0.105 0.1325
C 2.641 -2.201 -0.080 0.4252
N 3.031 -0.970 -0.169 -0.4630
C 2.125 0.041 -0.092 0.5291
N 2.496 1.273 0.042 -0.6421
Br 4.268 1.674 0.066 -0.0729
C 0.688 -0.245 -0.082 1.0058
C -0.253 0.748 -0.129 -0.4206
C 0.039 2.119 -0.380 -0.3695
C -0.679 3.125 0.116 -0.1483
F -0.409 4.396 -0.176 -0.2265
C 0.322 -1.625 0.032 -0.6069
C 1.268 -2.594 0.050 -0.6042
H -1.291 0.478 0.023 0.3833
H 0.922 2.337 -0.969 0.3539
H -1.497 3.038 0.820 0.3555
H -0.729 -1.869 0.086 0.3970
H 1.027 -3.643 0.121 0.3922

(4)
58
Properties=species:S:1:pos:R:3:mulliken_charge:R:1 method="wB97M-V/def2-TZVPD" spin_multiplicity=1 total_charge=+2 energy_ha=-2488.5749 orbital_gap_ev=4.959
Pt -0.238 0.695 0.627 -0.3087
C -3.000 1.848 -1.224 -1.3656
N -1.677 1.862 -1.800 -0.0699
C -1.313 0.795 -2.714 -1.4911
C -0.574 -0.387 -2.128 0.6767
N -0.083 -0.568 -0.916 0.3180
C 0.561 -1.810 -0.903 0.6328
C 1.233 -2.478 0.117 -0.3397
C 1.774 -3.708 -0.196 -0.9498
C 1.649 -4.264 -1.480 -0.5436
C 0.979 -3.608 -2.493 -1.1158
C 0.440 -2.368 -2.171 0.5902
N -0.287 -1.444 -2.911 -0.0450
C -2.954 1.743 0.327 0.2218
N -2.234 0.520 0.684 0.4224
C -3.036 -0.337 1.208 1.2485
C -2.779 -1.664 1.693 -1.1056
C -3.807 -2.289 2.290 -0.6888
C -5.126 -1.671 2.430 -0.5289
C -5.436 -0.435 1.973 -1.1069
C -4.378 0.270 1.352 0.9677
N -4.303 1.470 0.860 0.2827
H -3.596 1.013 -1.604 0.4406
H -3.533 2.775 -1.441 0.5253
H -1.462 2.766 -2.188 0.3311
H -0.654 1.214 -3.479 0.5010
H -2.184 0.400 -3.250 0.5027
H 1.344 -2.046 1.103 0.4120
H 2.313 -4.259 0.562 0.4695
H 2.091 -5.230 -1.680 0.4220
H 0.885 -4.037 -3.481 0.4587
H -0.539 -1.532 -3.882 0.2586
H -1.796 -2.101 1.582 0.5054
H -3.680 -3.285 2.692 0.4802
H -5.890 -2.249 2.934 0.4366
H -6.417 0.003 2.093 0.4894
H -5.031 2.175 0.893 0.2492
O -2.594 1.880 3.080 -0.5330
S -1.697 2.768 2.402 1.1408
O -1.567 4.116 2.785 -0.5983
O -2.386 2.876 0.835 -0.4476
O -0.379 2.128 2.084 -0.5748
N 1.886 2.156 -1.309 -0.3345
C 2.454 1.565 -0.229 0.5757
N 1.758 0.940 0.692 0.3808
C 2.569 0.442 1.723 0.3294
C 2.139 -0.202 2.876 -0.5900
C 3.095 -0.632 3.778 -0.8412
C 4.456 -0.423 3.543 -0.6373
C 4.887 0.232 2.404 -0.5083
C 3.924 0.664 1.503 0.5824
S 4.159 1.549 0.015 -0.2180
H 0.926 2.447 -1.187 0.0787
H 2.461 2.790 -1.842 0.3375
H 1.082 -0.337 3.072 0.3870
H 2.783 -1.127 4.687 0.4352
H 5.183 -0.766 4.266 0.4198
H 5.939 0.410 2.228 0.4320

(5)
55
Properties=species:S:1:pos:R:3:mulliken_charge:R:1 method="wB97M-V/def2-TZVPD" spin_multiplicity=1 energy_ha=-1410.9050 orbital_gap_ev=10.101
C -1.827 1.894 -1.008 -0.5575
N -1.684 0.596 -1.562 0.4031
C -2.819 -0.284 -1.536 -0.9131
C -0.379 0.004 -1.642 0.0593
C -0.347 -1.102 -2.675 0.2383
N -0.059 -0.607 -3.925 -0.3755
O -0.461 -2.268 -2.355 -0.7073
O -0.860 2.480 -0.597 -0.5257
H -2.876 2.208 -1.007 0.7273
H -3.785 0.202 -1.608 0.4939
H -2.902 -0.918 -0.652 0.2819
H -2.722 -1.024 -2.372 0.3175
H 0.468 0.672 -1.831 0.1145
H 0.056 -0.481 -0.702 -0.2342
H -0.377 0.344 -4.082 0.2292
H 0.094 -1.152 -4.750 0.2448
H 2.263 2.559 -1.558 0.3500
H 3.754 2.303 -1.752 0.3254
O 2.934 2.423 -2.242 -0.6564
H -1.941 -3.071 -1.178 0.3604
H -1.728 -4.038 0.087 0.3432
O -2.342 -3.510 -0.425 -0.6678
H 2.066 0.482 -1.637 0.2803
H 3.273 0.002 -1.119 0.2634
O 2.425 -0.392 -1.387 -0.6395
H -1.057 0.235 1.218 0.2216
H -2.031 1.076 2.234 0.2837
O -1.945 0.418 1.533 -0.5811
H 4.396 0.861 1.290 0.2852
H 4.053 0.330 2.575 0.3468
O 4.764 0.861 2.182 -0.6581
H 0.127 -3.039 -0.523 0.3885
H 0.969 -4.218 -0.085 0.2755
O 0.411 -3.513 0.278 -0.5780
H -3.087 -2.218 3.590 0.3070
H -2.476 -0.843 3.165 0.4227
O -2.800 -1.359 3.902 -0.6438
H 3.340 2.766 1.973 0.3172
H 1.780 2.773 1.865 0.2641
O 2.594 2.960 1.396 -0.5744
H 2.744 -3.347 2.011 0.3057
H 3.546 -2.265 1.414 0.3335
O 3.659 -3.171 1.744 -0.6394
H -3.912 1.621 0.453 0.3165
H -5.269 0.962 0.420 0.3260
O -4.786 1.713 0.055 -0.6526
H -0.465 5.195 -0.162 0.2891
H -0.221 4.084 0.690 0.4073
O -0.096 5.047 0.720 -0.6455
H -0.645 -2.353 3.761 0.2706
H -0.370 -2.634 2.197 0.2970
O -0.205 -2.059 2.950 -0.5636
H 1.425 -0.213 1.868 0.1452
H 2.011 0.129 0.461 0.3906
O 2.137 0.265 1.421 -0.4130

(6)
75
Properties=species:S:1:pos:R:3:mulliken_charge:R:1 method="wB97M-V/def2-TZVPD" spin_multiplicity=1 smiles="CCCCCCCCCC(=O)O[C@H]1CC[C@H]2[C@@H]3CCC4=CC(=O)CC[C@@H]4[C@H]3CC[C@]12C" energy_ha=-1319.1030 orbital_gap_ev=9.855
C -7.089 -5.436 -6.115 -1.1672
C -7.123 -4.303 -5.096 -0.4687
C -6.677 -4.736 -3.699 -0.6775
C -5.197 -5.105 -3.621 -0.2996
C -4.775 -5.420 -2.188 -0.7312
C -3.347 -5.959 -2.077 -0.9782
C -2.256 -5.004 -2.564 -0.5882
C -2.199 -3.703 -1.768 -0.3854
C -0.996 -2.847 -2.183 -0.9498
C -1.001 -1.565 -1.384 0.6246
O -1.508 -0.533 -1.740 -0.6135
O -0.403 -1.745 -0.205 -0.4022
C -0.372 -0.651 0.706 -0.4794
C -0.492 -1.173 2.152 -0.7286
C 0.477 -0.328 3.001 -1.4076
C 0.877 0.811 2.063 -0.6140
C 2.123 1.629 2.380 0.5275
C 2.038 2.270 3.763 -1.0818
C 3.307 3.070 4.042 -1.1723
C 3.572 4.084 2.974 0.5323
C 3.879 5.348 3.289 -0.7858
C 4.327 6.349 2.324 0.1945
O 4.482 7.519 2.604 -0.6201
C 4.647 5.776 0.962 -0.9061
C 3.592 4.752 0.562 -1.1279
C 3.522 3.586 1.554 0.6148
C 2.256 2.730 1.314 0.2658
C 2.250 2.142 -0.104 -1.4298
C 1.047 1.233 -0.372 -1.2350
C 0.955 0.136 0.685 1.4089
C 2.109 -0.858 0.533 -2.1026
H -6.073 -5.783 -6.281 0.3000
H -7.490 -5.098 -7.068 0.3638
H -7.689 -6.275 -5.770 0.2874
H -8.143 -3.918 -5.031 0.3341
H -6.484 -3.486 -5.440 0.2927
H -7.281 -5.589 -3.378 0.3014
H -6.869 -3.917 -3.001 0.3607
H -4.608 -4.272 -4.007 0.2725
H -5.000 -5.977 -4.248 0.2288
H -4.882 -4.526 -1.572 0.2417
H -5.453 -6.175 -1.782 0.4813
H -3.277 -6.884 -2.655 0.3812
H -3.152 -6.210 -1.031 0.3972
H -1.293 -5.514 -2.474 0.4431
H -2.407 -4.778 -3.620 0.2715
H -2.123 -3.930 -0.702 0.2873
H -3.110 -3.125 -1.929 0.2545
H -0.071 -3.390 -1.989 0.3387
H -1.065 -2.600 -3.243 0.3943
H -1.201 0.021 0.453 0.5813
H -1.517 -1.081 2.506 0.3493
H -0.227 -2.229 2.167 0.3671
H -0.006 0.039 3.906 0.5099
H 1.351 -0.907 3.298 0.3497
H 0.033 1.510 2.024 0.5913
H 3.007 0.985 2.355 0.3456
H 1.918 1.501 4.527 0.4555
H 1.170 2.931 3.808 0.3400
H 3.243 3.559 5.016 0.4827
H 4.156 2.379 4.071 0.4094
H 3.854 5.676 4.320 0.4074
H 4.710 6.583 0.231 0.3921
H 5.629 5.298 1.026 0.3803
H 3.821 4.379 -0.437 0.4520
H 2.618 5.246 0.525 0.4453
H 4.399 2.939 1.405 0.2846
H 1.386 3.391 1.413 0.2652
H 2.222 2.953 -0.832 0.5877
H 3.175 1.586 -0.266 0.2748
H 1.132 0.802 -1.371 0.4799
H 0.132 1.830 -0.351 0.4478
H 3.073 -0.384 0.688 0.5053
H 2.011 -1.681 1.233 0.4446
H 2.094 -1.272 -0.473 0.4030